[1]
261
Properties=species:S:1:pos:R:3:mulliken_charge:R:1 method="wB97M-V/def2-TZVPD" e_lumo_ev=0.017 de_lowest_kj_mol=511.8
O 9.071 -4.883 5.696 -0.30
O -0.770 7.022 2.990 -0.64
O -5.832 3.310 6.718 -0.34
O 1.575 -3.854 -6.589 -0.33
O -8.144 -10.514 2.878 -0.32
O 4.536 4.866 4.474 -0.28
O -0.219 2.140 0.507 -0.26
O 6.600 -8.229 0.494 -0.23
O 0.438 -6.787 3.380 -0.30
O -8.085 -0.995 -2.702 -0.32
O 5.218 9.504 -0.644 -0.33
O -3.437 8.001 -5.779 -0.32
O 5.064 4.282 -6.265 -0.32
O -6.818 -7.516 10.009 -0.35
O -0.587 13.743 1.835 -0.32
O -5.650 -1.846 4.878 -0.64
O -0.660 1.226 -10.655 -0.32
N -7.665 -6.997 1.860 -0.69
N -8.995 -3.200 -4.412 -0.72
N -5.318 6.707 5.428 -0.73
N 3.582 -6.012 -8.891 -0.76
N 0.405 -1.311 -13.101 -0.74
N 6.765 -11.633 1.619 -0.73
N -0.413 -7.041 0.598 -0.70
N 6.719 9.066 2.729 -0.68
N 2.836 6.681 5.857 -0.72
N 8.116 5.161 -8.126 -0.75
N -1.110 -1.314 1.677 -0.72
N -6.739 7.365 -7.402 -0.77
N -2.683 11.092 0.052 -0.76
N 11.960 -5.447 7.989 -0.65
N -3.946 -6.310 7.756 -0.64
C -7.685 -11.802 2.463 -0.82
C 1.156 -0.666 0.840 -1.33
C 6.736 5.305 -7.702 0.36
C -2.157 8.371 -6.344 -0.78
C -0.624 -9.405 0.875 -1.56
C -5.196 3.200 7.997 -0.73
C -0.225 13.940 3.196 -0.70
C 4.660 3.430 -5.194 -0.79
C -3.589 -7.968 9.596 -1.33
C 0.266 0.260 -11.190 -0.69
C -7.450 -8.526 9.259 -0.65
C 6.085 -7.407 -0.492 -0.81
C 1.772 4.710 7.050 -1.33
C 3.342 4.363 5.129 -0.87
C 5.498 8.441 -1.529 -0.72
C -7.415 -9.411 2.317 -0.64
C 0.216 -3.525 -6.579 -0.66
C -8.496 -1.953 -4.860 0.38
C -2.516 13.421 -0.776 -1.37
C -7.446 -1.349 -3.929 -0.76
C -1.693 12.837 1.635 -0.55
C 10.830 -5.740 7.115 0.37
C -5.833 -6.583 9.377 -0.68
C -5.710 5.752 6.372 0.59
C -1.769 -1.160 -12.070 -1.30
C -4.435 7.897 -6.818 -0.79
C -7.256 6.045 6.509 -1.34
C -0.931 0.886 0.665 -0.67
C -0.353 1.736 -9.353 -0.70
C -5.769 7.218 -6.345 0.44
C -7.018 -0.617 -1.753 -0.71
C 9.720 -6.328 8.055 -1.28
C 3.404 -4.923 -7.915 0.60
C -0.198 -0.198 1.482 0.41
C 6.347 4.151 -6.786 -0.57
C -9.679 -1.027 -5.124 -1.40
C 4.195 -3.692 -8.344 -1.43
C 3.012 5.301 6.284 0.51
C 1.906 -4.626 -7.781 -0.75
C 8.819 -4.208 4.477 -0.78
C 5.822 5.265 -9.020 -1.35
C -1.878 12.326 0.185 0.56
C -5.718 5.671 -6.105 -1.38
C 1.410 -6.582 4.458 -0.71
C 6.795 -10.163 1.641 0.36
C 6.471 -9.570 0.210 -0.68
C -5.353 4.297 5.862 -0.80
C -8.238 -8.207 2.545 0.47
C 5.276 9.148 0.741 -0.76
C -0.578 -8.052 1.580 0.50
C 10.277 -4.520 6.383 -0.59
C 8.224 -9.770 2.112 -1.31
C -9.682 -8.384 1.946 -1.35
C 0.509 -8.046 2.703 -0.61
C -0.889 2.939 -0.529 -0.78
C -4.580 -7.213 8.657 0.63
C 7.869 9.441 0.711 -1.64
C 6.564 9.685 1.461 0.74
C 5.084 3.993 3.561 -0.80
C -0.477 -0.386 -12.393 0.57
H -6.279 -1.417 -1.787 0.30
H -8.367 -8.136 3.625 0.15
H 11.814 -4.596 8.513 0.23
H 4.402 3.887 2.717 0.32
H 5.431 -9.871 0.088 0.36
H 8.816 -6.561 7.491 0.32
H 5.028 8.114 0.980 0.37
H -6.655 5.259 -5.729 0.41
H -7.973 -11.952 1.422 0.34
H -0.909 12.110 -0.264 0.22
H -6.504 6.754 -8.172 0.28
H 0.541 -6.890 0.302 0.23
H 9.004 -10.104 1.428 0.29
H -0.490 -1.923 2.191 0.27
H -5.592 3.903 8.730 0.24
H 4.748 5.395 -8.886 0.33
H -0.996 14.267 3.893 0.29
H -5.494 7.548 5.959 0.25
H -5.853 -1.017 5.311 0.32
H -1.652 7.581 -6.901 0.31
H 5.029 -7.587 -0.692 0.30
H -7.658 6.138 5.500 0.39
H 4.366 9.640 1.086 0.31
H 1.781 0.220 0.727 0.32
H -2.347 -0.623 -11.319 0.30
H 5.442 8.814 -2.552 0.23
H 1.631 -1.358 1.535 0.38
H 6.466 8.097 2.601 0.21
H -5.864 4.216 4.902 0.35
H 0.935 4.631 6.356 0.32
H 6.017 4.374 -9.617 0.30
H -7.760 -8.199 8.266 0.29
H -0.451 6.274 2.485 0.30
H -4.142 3.381 7.784 0.34
H 9.975 -7.276 8.530 0.38
H 5.988 4.464 3.175 0.24
H -6.716 -2.125 -3.698 0.41
H -2.398 13.046 -1.792 0.33
H -1.644 -2.204 -11.782 0.34
H -5.509 5.144 -7.036 0.34
H 0.097 12.979 3.599 0.31
H -0.136 7.120 3.701 0.33
H -6.085 7.754 -5.450 0.27
H 1.147 0.838 -11.469 0.36
H -10.449 -1.438 -5.777 0.39
H 6.580 6.280 -7.240 0.34
H 0.324 -9.735 0.449 0.32
H -9.503 -8.573 0.888 0.37
H 9.453 -5.643 8.860 0.29
H 8.411 4.211 -8.298 0.27
H 7.363 -12.016 0.900 0.27
H 12.310 -6.210 8.551 0.25
H -5.263 2.184 8.386 0.24
H 9.610 -4.379 3.747 0.31
H -7.385 -0.440 -0.742 0.25
H 0.051 0.239 2.449 0.26
H -1.035 0.464 -0.334 0.31
H -8.295 -3.733 -3.915 0.26
H -1.584 -7.947 1.988 0.27
H -4.316 4.193 5.541 0.41
H -0.971 2.440 -1.494 0.32
H 6.083 -6.352 -0.219 0.25
H -0.343 3.875 -0.647 0.25
H 10.088 -3.756 7.137 0.30
H -6.490 -2.150 4.535 0.32
H 0.079 -1.398 -14.053 0.26
H -10.107 -0.625 -4.206 0.31
H 1.516 -8.163 2.304 0.31
H 5.261 -3.854 -8.188 0.37
H -3.977 7.380 -7.661 0.34
H -1.843 -1.104 2.339 0.26
H -0.192 0.985 -8.579 0.26
H 8.819 -3.141 4.699 0.34
H -4.935 -8.040 8.043 0.14
H -7.164 -9.708 1.299 0.38
H 0.596 14.651 3.113 0.24
H -1.884 3.280 -0.244 0.32
H -2.180 9.263 -6.970 0.31
H -0.474 -4.362 -6.475 0.29
H -5.172 6.034 7.277 0.29
H 4.676 7.725 -1.498 0.32
H -1.141 2.373 -8.949 0.25
H -0.882 -10.240 1.527 0.39
H 6.061 -9.849 2.384 0.23
H -8.291 -6.243 2.103 0.27
H -4.569 -5.580 7.440 0.18
H 7.125 -11.940 2.512 0.26
H -3.400 -6.645 6.975 0.22
H 5.101 3.733 -4.244 0.30
H 11.074 -6.483 6.356 0.22
H 8.451 -10.088 3.130 0.43
H 7.082 4.134 -5.981 0.32
H -7.447 7.041 6.908 0.39
H -8.069 -12.599 3.099 0.25
H -2.286 -1.188 -13.029 0.32
H -1.460 8.673 -5.562 0.27
H 2.399 -6.977 4.225 0.28
H 1.347 -0.958 -13.192 0.22
H 2.588 4.368 4.342 0.36
H -2.269 10.328 0.568 0.23
H 5.002 2.396 -5.240 0.33
H 7.109 -9.906 -0.608 0.38
H -7.037 -0.427 -4.342 0.37
H 8.568 5.322 -7.237 0.29
H 7.844 -4.442 4.050 0.24
H -2.658 10.714 -0.884 0.26
H 3.207 -6.801 -8.385 0.26
H -8.263 -8.900 9.882 0.24
H 1.973 3.727 7.475 0.35
H -6.431 -9.219 2.745 0.31
H 1.419 -5.565 -7.516 0.30
H 8.250 -8.680 2.131 0.30
H -0.641 -6.157 1.031 0.30
H -1.319 -9.447 0.037 0.37
H 6.426 7.900 -1.342 0.29
H -3.578 13.546 -0.563 0.36
H 8.687 9.973 1.198 0.41
H -6.524 0.323 -1.998 0.29
H -5.495 -5.742 9.981 0.36
H -1.429 11.964 2.232 0.27
H -9.298 -0.148 -5.644 0.36
H 0.498 2.410 -9.448 0.29
H 3.832 -2.870 -7.727 0.32
H 3.516 3.331 5.432 0.44
H 7.724 9.024 2.822 0.30
H -7.907 -2.060 -5.771 0.29
H 3.930 5.258 6.869 0.25
H 3.579 3.359 -5.070 0.27
H -10.207 -9.286 2.260 0.31
H 6.498 3.224 -7.339 0.30
H 4.573 -6.183 -8.990 0.26
H -4.500 8.877 -7.290 0.46
H 0.612 -0.441 -10.430 0.33
H 6.087 6.046 -9.732 0.37
H 5.273 2.982 3.920 0.31
H 3.133 7.255 6.634 0.26
H 0.023 -2.897 -7.449 0.24
H 1.389 5.337 7.854 0.36
H 1.475 -5.510 4.645 0.25
H 8.161 8.397 0.604 0.39
H 3.802 -5.269 -6.962 0.28
H -4.385 6.719 5.041 0.18
H 1.162 -7.010 5.429 0.28
H -6.302 -6.060 8.543 0.36
H -7.809 5.244 7.001 0.28
H -1.868 1.138 1.163 0.32
H -6.606 -11.905 2.344 0.34
H -10.359 -7.531 1.993 0.35
H -4.159 -8.782 10.044 0.27
H 0.360 -8.874 3.396 0.37
H -0.722 0.412 -13.095 0.23
H -2.769 -8.387 9.013 0.36
H 0.028 -2.807 -5.781 0.28
H 3.585 6.855 5.201 0.28
H 10.992 -4.221 5.617 0.35
H 6.408 10.758 1.566 0.18
H 7.816 9.672 -0.353 0.38
H -2.608 13.268 2.043 0.31
H -2.116 14.433 -0.713 0.33
H 1.104 -1.218 -0.098 0.33
H 3.979 -3.545 -9.403 0.39
H -7.541 6.852 -7.064 0.30
H -6.776 -6.816 2.304 0.26
H -5.037 5.320 -5.330 0.32
H -2.893 -7.484 10.281 0.34
H 6.589 -7.581 -1.443 0.32
H -6.745 -9.340 9.090 0.26
H 1.482 -4.207 -8.693 0.36
H -9.614 -3.027 -3.633 0.31


[2]
89
Properties=species:S:1:pos:R:3:mulliken_charge:R:1 method="wB97M-V/def2-TZVPD" e_lumo_ev=0.016
Cl 6.085 8.031 5.002 -0.25
P -4.649 -2.662 -4.218 1.06
P -2.364 -0.183 2.260 1.12
P 4.130 0.267 0.149 1.01
O -0.741 -0.158 2.392 -0.35
O -2.390 1.086 3.334 -0.38
O -2.540 0.774 0.942 -0.30
O -3.740 -2.045 -3.017 -0.34
O 7.406 6.185 3.487 -0.40
O 3.066 1.314 0.880 -0.37
O -4.481 -4.126 -3.979 -0.78
O -5.377 -1.173 -4.319 -0.36
O -3.666 -2.377 -5.503 -0.32
O 2.862 -0.277 -0.717 -0.22
O -2.545 -1.534 1.636 -0.78
O 7.157 3.902 4.041 -0.36
O 5.272 -0.321 -0.616 -0.83
O 5.374 5.401 4.388 -0.39
O 4.063 -0.757 1.441 -0.20
N 9.219 5.051 4.835 -0.58
C -4.750 -2.636 -7.662 -0.97
C -7.580 -2.182 -4.765 -1.19
C 5.234 -1.055 2.192 -0.46
C -3.744 -3.189 -6.668 -0.32
C 3.179 -2.186 -2.168 -1.00
C 3.014 -0.683 -2.077 -0.45
C -3.707 0.650 0.139 -0.11
C 4.744 3.114 0.946 -1.19
C -4.425 0.234 4.430 -1.19
C -2.007 -3.423 -2.046 -1.15
C 3.550 2.451 1.598 -0.15
C -3.390 -2.830 -1.873 0.43
C 5.428 -0.070 3.331 -0.72
C -6.629 -1.026 -4.995 -0.19
C 0.020 -1.369 2.390 -0.64
C -3.599 1.433 4.012 -0.20
C -4.788 1.620 0.584 -1.17
C 0.558 -1.658 1.004 -0.29
B 6.048 4.245 4.812 0.58
B 6.270 6.442 4.241 0.52
B 7.963 5.048 4.115 0.41
H -6.449 -0.871 -6.063 0.23
H -0.569 -2.203 2.772 0.36
H -3.416 0.897 -0.883 0.34
H -4.782 -0.327 3.558 0.36
H -0.239 -1.662 0.258 -0.02
H 5.097 -2.058 2.600 0.33
H 4.509 0.040 3.909 0.23
H 1.264 -0.889 0.704 0.02
H 5.701 0.917 2.946 -0.01
H -1.767 -4.093 -1.219 0.37
H 5.613 2.444 0.927 0.36
H -5.770 -2.752 -7.284 0.19
H -8.541 -1.987 -5.241 0.38
H 3.384 -2.493 -3.195 0.40
H 4.518 3.388 -0.087 0.38
H 6.227 -0.400 3.997 0.44
H -3.986 -4.224 -6.415 0.29
H -1.925 -3.977 -2.982 0.36
H -4.089 -0.372 0.130 0.17
H 5.749 3.632 5.779 -0.09
H 6.119 -1.080 1.554 0.33
H 5.026 4.014 1.494 0.29
H -5.295 0.550 5.005 0.38
H -4.579 -1.573 -7.835 0.25
H -5.609 1.640 -0.134 0.41
H -3.393 -2.161 -1.011 -0.24
H 9.799 5.835 4.549 0.28
H -7.742 -2.340 -3.697 0.36
H -7.182 -3.115 -5.181 0.36
H 3.844 -0.160 -2.553 0.41
H 0.853 -1.225 3.081 0.41
H -7.082 -0.108 -4.617 0.34
H -2.751 -3.187 -7.118 0.35
H -1.257 -2.630 -2.082 0.20
H 2.105 -0.385 -2.604 0.38
H -3.308 1.995 4.901 0.33
H 3.991 -2.537 -1.530 0.27
H -4.135 -3.600 -1.678 0.33
H 8.976 5.265 5.804 0.27
H -3.830 -0.449 5.039 0.37
H 3.775 2.160 2.628 0.19
H -5.199 1.322 1.553 0.20
H 2.271 -2.688 -1.828 0.18
H 2.725 3.163 1.648 0.37
H 1.065 -2.625 0.979 0.44
H -4.684 -3.164 -8.614 0.41
H -4.183 2.115 3.388 0.23
H -4.385 2.628 0.689 0.28


[3]
43
Properties=species:S:1:pos:R:3:nbo_charge:R:1 method="wB97M-V/def2-TZVPD" e_lumo_ev=-2.678 charge=+1
Cl -4.051 1.438 -0.552 -0.26
S -5.059 1.570 1.227 2.13
P 2.381 0.383 1.743 2.21
O -6.436 1.777 0.942 -0.86
O 3.254 -0.688 2.538 -0.95
O -4.304 2.468 2.038 -0.89
O 3.402 0.561 0.536 -0.96
O 2.473 -0.692 -2.332 -0.72
N 1.929 1.631 2.505 -1.30
N 1.002 -1.358 -0.092 -0.44
N 3.500 0.877 -3.607 -0.40
N -0.955 -1.547 0.775 -0.29
C -0.227 -0.701 1.578 -0.04
C -2.900 -1.691 2.347 -0.42
C 3.337 -0.361 -3.142 0.55
C 2.606 1.931 -3.155 -0.41
C -3.459 -0.269 2.502 -0.42
C -2.361 -1.972 0.946 -0.22
C 1.009 -0.579 1.045 -0.26
C 4.541 1.205 -4.568 -0.40
C -4.806 -0.099 1.793 -0.67
C -0.176 -1.932 -0.230 0.26
H -2.743 0.473 2.136 0.22
H 4.044 -1.088 -3.562 0.13
H -0.610 -0.240 2.474 0.26
H -5.650 -0.335 2.446 0.27
H 4.102 1.592 -5.488 0.21
H -0.459 -2.606 -1.026 0.25
H 5.113 0.310 -4.803 0.22
H -4.881 -0.728 0.906 0.25
H 2.882 2.862 -3.640 0.22
H 2.829 -0.898 3.383 0.52
H 1.803 -1.449 -0.724 0.50
H 0.946 1.862 2.498 0.40
H 1.572 1.689 -3.399 0.22
H -2.947 -1.434 0.194 0.23
H 2.679 2.059 -2.075 0.19
H -2.128 -1.865 3.100 0.23
H -3.603 -0.064 3.565 0.24
H 5.217 1.955 -4.156 0.21
H -3.702 -2.412 2.536 0.24
H -2.407 -3.037 0.717 0.23
H 3.243 1.402 0.085 0.52


[4]
11
Properties=species:S:1:pos:R:3:nbo_charge:R:1 method="wB97M-V/def2-TZVPD" e_lumo_ev=0.283 de_lowest_kj_mol=145.7
Br 2.650 -1.170 0.095 -0.36
Br -2.506 -1.030 -0.038 0.00
Si 0.487 -0.192 -0.281 1.33
C 0.258 1.448 0.499 -1.22
C -0.665 -1.627 0.292 -0.92
H -0.803 1.646 0.154 0.27
H 0.859 2.228 0.043 0.27
H 0.341 1.727 1.652 0.28
H -0.522 -2.442 -0.330 0.24
H 0.004 -0.115 -2.224 -0.14
H -0.524 -1.920 1.386 0.26


[5]
62
Properties=species:S:1:pos:R:3:mulliken_spin:R:1 method="wB97M-V/def2-TZVPD" e_lumo_ev="-6.102 / -9.835" spin_multiplicity=5 de_lowest_kj_mol=0.0 charge=+2
Pt -0.205 -0.195 -0.096 1.34
O 3.726 -5.492 -1.479 0.95
O 3.733 -1.605 0.408 0.01
O -2.656 1.578 0.240 0.05
O 0.168 0.084 -7.002 0.00
O 4.558 -3.759 -0.419 0.02
O 1.989 -0.247 0.156 0.15
N -0.617 0.369 -2.161 0.10
N 0.149 -3.452 -1.519 0.00
N -1.194 4.285 1.843 -0.01
N -0.272 -1.037 1.921 0.07
N -0.413 1.761 0.868 0.47
N -3.242 3.482 2.442 0.14
N 0.545 -2.311 -0.932 0.08
N -2.077 0.421 -7.041 0.00
C 3.589 -4.324 -0.967 0.04
C -0.879 0.285 -6.431 0.00
C -0.872 0.365 -4.919 0.00
C -1.885 -0.144 -4.113 0.00
C -1.715 -0.134 -2.742 0.00
C -2.730 2.559 -0.801 0.01
C 1.133 -4.345 -1.628 0.00
C 0.256 0.898 -4.313 0.00
C -2.053 3.301 1.875 0.12
C 0.343 0.893 -2.936 0.00
C 0.222 -0.914 2.952 0.03
C -1.786 1.922 1.298 0.01
C -0.230 -0.807 5.354 0.00
C 0.410 2.777 0.869 0.06
C 0.853 -0.750 4.269 0.01
C 1.543 0.631 4.251 0.00
C 1.891 -1.865 4.462 0.00
C 0.024 4.049 1.336 0.34
C 2.255 -3.739 -1.083 -0.04
C 2.577 -1.345 0.021 0.02
C 1.818 -2.457 -0.657 -0.01
H -3.462 4.375 2.856 0.00
H 1.207 1.300 -2.428 0.00
H 0.994 -5.319 -2.073 0.00
H -2.485 -0.511 -2.079 0.00
H -2.783 -0.575 -4.535 0.00
H 0.710 4.883 1.283 0.02
H 2.630 -1.862 3.659 0.00
H 1.415 -2.844 4.510 0.00
H 1.059 1.293 -4.920 0.00
H -1.764 2.686 -1.295 0.00
H -3.945 2.763 2.431 0.00
H 2.051 0.775 5.204 0.00
H -0.814 -3.571 -1.796 0.00
H -3.064 3.522 -0.412 0.00
H -3.462 2.194 -1.515 0.00
H -2.903 0.726 -6.558 0.00
H 1.417 2.605 0.504 0.03
H 2.281 0.691 3.450 0.00
H -0.988 -0.037 5.204 0.00
H 4.304 -2.736 -0.068 0.00
H 0.243 -0.636 6.321 0.00
H 0.813 1.433 4.125 0.00
H -2.098 0.404 -8.048 0.00
H -0.717 -1.781 5.378 0.00
H 2.411 -1.691 5.404 0.00
H -2.004 1.178 2.070 0.01


[6]
22
Properties=species:S:1:pos:R:3:nbo_charge:R:1 method="wB97M-V/def2-TZVPD" e_lumo_ev="-0.790 / -2.635"
S -0.043 -0.890 0.699 0.25
P 1.115 1.386 -1.498 0.82
N 0.472 -1.456 2.279 -0.49
N -2.554 1.659 -2.453 -0.44
N -0.482 1.537 -1.751 -0.72
N 0.331 -2.623 4.156 -0.43
C -1.346 1.766 -0.614 -0.11
C -0.259 -2.397 3.006 0.16
C 1.588 -1.202 2.984 -0.10
C 1.540 0.390 -3.018 -1.03
C -2.599 1.826 -1.101 -0.09
C 1.460 -1.840 4.191 -0.08
C -1.355 1.455 -2.804 0.18
H 1.252 1.116 -3.864 0.23
H 2.236 -2.042 4.859 0.21
H 2.233 -0.357 2.607 0.23
H 0.813 -0.466 -3.201 0.24
H -1.046 1.901 0.457 0.25
H 2.624 0.047 -3.318 0.27
H -1.193 -2.911 2.835 0.23
H -1.210 1.225 -3.805 0.21
H -3.578 1.876 -0.644 0.22


no.,maximum force (Eh/bohr),energy (hartree)
1,0.0737,-4487.23578
2,0.1505,-3457.19589
3,0.0141,-2188.45396
4,0.0673,-5517.31070
5,0.0174,-1824.01728
6,0.0799,-1230.56151